(1)
{"formula": "C4H2", "method": "wB97M-V/def2-TZVPD", "charge": 0, "total_energy_ev": -4172.101, "largest_force_ha_per_bohr": 0.020, "orbital_gap_ev": 9.1, "elements": ["C", "C", "C", "C", "H", "H"], "positions_angstrom": [[1.33630, -0.47556, 0.26072], [-1.34276, -0.46038, -0.27398], [0.49809, 0.00520, -0.61623], [-0.49416, -0.01898, 0.61412], [0.40364, 0.50425, -1.56098], [-0.40112, 0.44546, 1.57634]], "forces_ev_per_a": [[-0.78, -0.20, -0.64], [0.79, -0.23, 0.60], [0.61, -0.07, -0.29], [-0.62, -0.07, 0.31], [0.24, 0.29, 0.03], [-0.25, 0.30, -0.01]]}

***

(2)
{"formula": "C31H89N9O14", "method": "wB97M-V/def2-TZVPD", "charge": 0, "total_energy_ev": -75659.602, "largest_force_ha_per_bohr": 0.146, "orbital_gap_ev": 8.4, "elements": ["C", "C", "C", "C", "C", "C", "N", "O", "C", "C", "C", "H", "H", "H", "H", "H", "H", "H", "H", "H", "H", "H", "H", "H", "H", "H", "H", "H", "H", "H", "C", "O", "N", "N", "H", "H", "H", "H", "C", "O", "N", "N", "H", "H", "H", "H", "C", "O", "N", "N", "H", "H", "H", "H", "C", "O", "N", "N", "H", "H", "H", "H", "C", "C", "O", "H", "H", "H", "H", "H", "H", "C", "C", "O", "H", "H", "H", "H", "H", "H", "C", "C", "O", "H", "H", "H", "H", "H", "H", "C", "C", "O", "H", "H", "H", "H", "H", "H", "C", "C", "O", "H", "H", "H", "H", "H", "H", "C", "C", "O", "H", "H", "H", "H", "H", "H", "C", "C", "O", "H", "H", "H", "H", "H", "H", "C", "C", "O", "H", "H", "H", "H", "H", "H", "C", "C", "O", "H", "H", "H", "H", "H", "H"], "positions_angstrom": [[-1.79650, 0.38799, 2.07197], [-0.40249, 0.06981, 1.64512], [0.24445, -0.58470, 2.93838], [-0.30253, -1.97148, 3.19483], [0.02771, -2.82472, 1.95136], [-0.55812, -2.25619, 0.62937], [-0.32599, -0.78831, 0.48359], [-0.77869, -0.27724, -0.65772], [0.17660, -3.02715, -0.57808], [-2.12900, -2.60971, 0.43936], [0.31633, 1.41475, 1.33835], [-2.30677, 0.84603, 1.22467], [-1.72083, 1.19740, 2.79807], [-2.51473, -0.30131, 2.51594], [1.32644, -0.61908, 2.81102], [0.01715, -0.00763, 3.83471], [-1.37220, -1.94938, 3.40320], [0.03752, -2.44352, 4.11659], [-0.36130, -3.83266, 2.09570], [1.10930, -2.90070, 1.83957], [1.26295, -3.04911, -0.49161], [-0.10914, -4.07252, -0.69486], [-0.13142, -2.54986, -1.50836], [-2.42393, -2.39345, -0.58746], [-2.30898, -3.68158, 0.52182], [-2.75610, -2.10380, 1.17345], [-0.10381, 1.89031, 0.45211], [1.38218, 1.34628, 1.12066], [0.26597, 2.26365, 2.02021], [0.04361, -0.05260, -1.09926], [-7.23331, 6.08849, 7.13338], [-8.12508, 6.00922, 6.30880], [-6.00026, 6.50928, 6.86779], [-7.37116, 5.75333, 8.39988], [-5.88144, 6.88286, 5.93698], [-5.50200, 6.97397, 7.61338], [-8.32484, 5.63322, 8.70998], [-6.60645, 6.02290, 9.00209], [5.50417, 3.19609, -6.19784], [4.51287, 3.73260, -5.69431], [5.46939, 2.28802, -7.08259], [6.75226, 3.50898, -5.96945], [6.22560, 2.01349, -7.69323], [4.61359, 1.76366, -7.19544], [7.56855, 2.99136, -6.26246], [6.92344, 4.27491, -5.33371], [-6.20245, 2.59310, -5.83685], [-5.46816, 3.29119, -6.53603], [-7.47774, 2.59926, -5.92267], [-5.78799, 1.87569, -4.78812], [-7.94292, 3.12524, -6.64865], [-7.97194, 2.06258, -5.22422], [-6.23806, 0.97319, -4.73293], [-4.85139, 1.81264, -4.41543], [-0.76319, 10.90522, 1.33473], [-1.03881, 10.78539, 2.48791], [-1.19857, 11.87816, 0.63063], [-0.15823, 10.08551, 0.55912], [-1.74201, 12.63356, 1.02324], [-1.09540, 11.74359, -0.36504], [-0.03670, 9.12408, 0.84369], [0.08443, 10.53091, -0.31428], [-2.09361, -1.86775, -8.85178], [-1.53994, -0.51873, -8.89357], [-0.33495, -0.66440, -9.55674], [-1.50536, -2.66876, -8.40408], [-2.45652, -2.13944, -9.84304], [-2.99415, -1.96882, -8.24605], [-1.30350, -0.20385, -7.87718], [-2.05922, 0.24347, -9.47453], [-0.37003, -0.98413, -10.46126], [4.91239, -6.59162, -7.02206], [4.84781, -8.04697, -6.69933], [6.14315, -8.64342, -6.45153], [3.93194, -6.20460, -7.29962], [5.72626, -6.44809, -7.73278], [5.31855, -6.15362, -6.11031], [4.31502, -8.53092, -7.51788], [4.22921, -8.25062, -5.82528], [5.86395, -9.54386, -6.27032], [-6.76896, 6.51118, -0.43398], [-5.68652, 7.48544, -0.72918], [-6.11339, 8.48568, -1.64076], [-7.66377, 7.06530, -0.15050], [-6.52147, 5.82034, 0.37199], [-7.13163, 5.91737, -1.27300], [-4.65145, 7.15496, -0.81587], [-5.75695, 8.00709, 0.22529], [-5.69214, 8.23259, -2.46544], [-9.00517, -1.61825, 4.10503], [-9.84847, -0.83846, 3.04663], [-10.82389, -1.74357, 2.59438], [-9.63933, -2.18443, 4.78722], [-8.46760, -0.81342, 4.60640], [-8.22481, -2.28530, 3.73871], [-9.14982, -0.58858, 2.24816], [-10.38003, 0.03915, 3.41452], [-10.35638, -2.50314, 2.23929], [1.21892, -8.44494, 10.67902], [1.84757, -9.72631, 11.31644], [0.88060, -10.69658, 11.51622], [1.98161, -8.04280, 10.01218], [0.81420, -7.68731, 11.35007], [0.38379, -8.73058, 10.03944], [2.34567, -9.41390, 12.23427], [2.70432, -9.96159, 10.68501], [1.39420, -11.50173, 11.41854], [-7.09684, -9.41824, 1.28832], [-7.20717, -10.05794, -0.08873], [-8.42473, -10.52879, -0.48584], [-6.05682, -9.28776, 1.58737], [-7.52009, -10.01822, 2.09392], [-7.62248, -8.46402, 1.25288], [-6.58749, -10.95464, -0.08375], [-6.83307, -9.43341, -0.89997], [-8.44089, -11.12892, -1.23496], [9.28877, 2.31318, 3.91048], [10.45906, 2.56384, 2.98385], [11.30129, 3.71194, 3.36329], [9.45372, 2.38286, 4.98567], [8.88036, 1.37110, 3.54468], [8.61119, 3.11780, 3.62488], [10.02871, 2.70548, 1.99246], [10.98883, 1.62621, 2.81569], [12.09427, 3.69923, 2.82234], [10.08066, -3.20555, -1.55530], [9.44758, -3.82947, -2.83027], [10.21093, -4.95526, -3.24921], [9.55609, -3.58422, -0.67807], [10.01477, -2.12712, -1.69936], [11.11598, -3.51254, -1.40701], [9.45875, -3.12342, -3.66062], [8.44257, -4.13078, -2.53486], [9.67738, -5.65142, -3.63944], [6.61341, 7.13721, 0.11884], [7.63544, 7.84663, -0.76361], [8.74444, 6.98688, -0.79842], [6.44900, 6.08432, -0.11027], [5.61392, 7.57183, 0.10429], [6.92586, 7.14362, 1.16308], [7.86555, 8.89247, -0.56021], [7.11345, 7.90527, -1.71870], [8.95427, 6.81840, 0.12309]], "forces_ev_per_a": [[-1.72, 2.04, -0.17], [0.55, 0.19, 2.01], [-0.01, -0.11, -0.61], [-0.03, -0.64, -0.78], [-0.82, 0.53, 0.21], [-0.92, -1.09, -1.40], [2.56, -3.24, 3.35], [-1.04, 1.14, -2.11], [-0.68, 0.81, 0.62], [1.48, -0.01, 0.22], [0.16, 0.49, -0.86], [-0.26, -0.01, -0.17], [-0.10, 0.11, 0.17], [0.64, -0.67, -0.20], [0.14, -0.08, 0.06], [0.08, 0.63, -0.33], [-0.27, 0.18, -0.49], [0.73, 0.10, -0.07], [0.01, -0.11, -0.24], [0.09, 0.07, 0.06], [0.03, 0.44, 0.10], [-0.37, -0.03, 0.46], [0.23, 0.10, -0.05], [-0.06, 0.52, 0.13], [0.26, -0.13, 0.31], [0.01, 0.11, -0.20], [-0.24, -0.33, -0.32], [0.10, -0.65, 0.03], [-0.41, -0.61, 0.88], [-0.16, 0.25, -0.61], [-1.47, 0.12, -1.47], [-0.22, -0.19, -0.39], [2.32, 1.04, -1.16], [-0.59, -0.64, 2.40], [0.12, 0.04, 0.22], [0.14, -0.04, -0.41], [0.41, 0.02, 0.35], [-0.70, -0.36, 0.45], [-1.91, 2.86, 2.15], [0.65, -0.35, 0.17], [-1.98, -5.53, -4.67], [3.81, 2.65, 2.17], [-0.11, 0.22, 0.46], [0.06, 0.31, -0.18], [-0.54, -0.01, 0.04], [0.02, -0.15, -0.14], [4.60, 2.74, -1.18], [-0.09, -0.33, 0.08], [-4.96, -0.48, -0.60], [0.81, -2.75, 2.40], [0.09, -0.29, 0.24], [-0.46, 0.49, -0.44], [-0.04, 0.05, 0.36], [0.05, 0.57, -0.86], [-1.65, -0.16, 2.77], [-0.06, -0.86, 3.32], [-1.87, 5.30, -3.33], [3.07, -3.80, -2.29], [0.23, -0.28, -0.19], [-0.76, 1.05, 0.24], [0.43, 0.34, -0.47], [0.59, -1.59, -0.05], [-3.04, -1.69, 0.32], [0.74, 0.16, -0.15], [3.27, 0.59, -0.35], [0.80, 0.43, -0.41], [0.33, -0.39, -0.18], [-0.43, 0.47, 0.14], [0.00, 0.51, -0.15], [-1.02, -0.08, 0.66], [-0.65, 0.00, 0.12], [1.40, -0.19, 1.10], [-0.58, -0.81, -0.15], [-1.08, 0.46, -0.43], [0.33, 0.15, -0.08], [-0.47, 0.19, -0.56], [-0.40, 0.71, 0.05], [0.29, -0.48, -0.31], [-0.15, 0.30, 0.24], [0.67, -0.34, 0.13], [-1.17, -1.44, -0.75], [-0.80, 1.45, 2.26], [0.78, -0.53, -0.77], [0.11, 0.14, 0.27], [0.14, 0.09, 0.06], [0.37, -0.23, -0.30], [-0.17, -0.27, -0.57], [1.01, 0.45, 0.23], [-0.27, 0.33, -0.42], [-0.06, 1.78, 0.19], [1.05, -2.08, 0.56], [-0.92, -0.02, -0.83], [-0.03, 0.29, 0.08], [0.19, -0.26, 0.70], [-0.26, -0.01, -0.60], [-0.15, 0.54, -0.22], [0.29, -0.12, 0.19], [-0.10, -0.12, -0.05], [0.16, -0.87, -0.31], [0.27, 3.29, -0.16], [0.34, -0.99, -0.19], [-0.11, 0.51, 0.16], [0.37, -0.14, 0.24], [0.02, -0.22, -0.07], [-0.18, -0.12, 0.54], [-0.30, -0.89, -0.42], [-0.57, -0.58, 0.21], [-0.84, 0.16, -0.32], [2.53, -1.31, -0.50], [-3.54, 0.10, 0.56], [0.06, 0.24, -0.43], [-0.32, -0.19, -0.26], [0.15, 0.14, 0.35], [0.87, 0.07, 0.16], [0.45, 0.60, 0.31], [0.63, 0.19, 0.13], [0.02, 1.20, -0.86], [0.87, 0.21, -0.26], [-1.15, -1.41, -0.08], [0.29, -0.40, -0.18], [-0.28, -0.06, 0.56], [-0.56, -0.13, 0.48], [-0.08, 0.57, -0.17], [0.88, 0.11, 0.59], [0.00, -0.09, -0.09], [-0.24, -0.50, -0.86], [0.68, -0.33, 0.67], [0.40, -0.32, 0.27], [-0.13, 0.44, 0.06], [0.03, 0.03, 0.65], [0.08, 0.15, -0.42], [-0.36, 0.21, 0.12], [-0.23, 0.10, -0.50], [-0.24, 0.22, 0.01], [-0.67, 0.64, 1.11], [-1.79, -1.04, -0.32], [0.81, 0.38, -0.57], [0.44, 0.07, -0.57], [0.02, 0.35, -0.06], [0.08, 0.11, 0.23], [0.15, -0.06, 0.75], [0.71, -0.31, -0.61], [0.26, -0.14, 0.05]]}

***

(3)
{"formula": "C6H13N6", "method": "wB97M-V/def2-TZVPD", "charge": 1, "total_energy_ev": -15362.817, "largest_force_ha_per_bohr": 0.067, "orbital_gap_ev": 8.9, "smiles": "C[C@@H]1C=NN(C)[C@H]1C(=[NH2+])/N=N/N", "elements": ["C", "C", "C", "C", "C", "C", "N", "N", "N", "N", "N", "N", "H", "H", "H", "H", "H", "H", "H", "H", "H", "H", "H", "H", "H"], "positions_angstrom": [[0.00629, -0.72859, -1.60904], [1.28076, 1.02916, 0.95411], [-0.37248, 0.65790, -1.19674], [-0.17127, 0.52107, 0.39418], [-1.85923, 0.80030, -1.72663], [-0.90981, -1.71536, 1.47725], [0.05763, -1.53352, -0.64987], [2.14222, 0.15068, 1.21190], [1.94403, -1.13178, 1.32239], [-0.05558, -0.93830, 0.57250], [2.61299, -1.97109, 0.63141], [1.70495, 2.27332, 1.21073], [0.01739, -0.99824, -2.75262], [0.26558, 1.45759, -1.65141], [-0.95677, 1.12660, 0.94471], [-2.48320, 0.26433, -1.06261], [-1.94406, 0.25445, -2.79094], [-2.19686, 1.87812, -2.00060], [-0.62513, -1.62638, 2.53794], [-1.93177, -1.38451, 1.48758], [-0.80691, -2.67915, 1.05277], [2.97151, -1.76495, -0.32873], [2.58336, -2.92576, 0.85940], [1.14993, 2.94383, 0.77233], [2.64936, 2.41950, 1.05682]], "forces_ev_per_a": [[-0.02, 0.91, -2.45], [-1.14, -0.94, -0.65], [-0.06, 1.02, -0.03], [0.82, 1.29, -0.21], [0.99, 1.09, -3.10], [0.39, 1.11, 0.72], [0.34, -2.14, -0.53], [1.64, -2.20, -0.74], [-0.49, -0.76, 1.27], [-1.23, 1.57, 0.45], [0.59, 2.26, -2.19], [-2.47, 0.11, -0.07], [0.26, 0.10, 2.63], [-0.42, -0.70, 0.48], [0.73, -1.31, -0.31], [-1.07, -0.21, 0.63], [0.31, 1.05, 2.38], [0.56, -1.82, 1.11], [0.56, -0.24, -0.54], [-0.65, 0.11, -0.59], [-0.25, -1.26, 0.30], [-0.21, 0.21, 1.06], [-0.43, -1.16, 0.79], [-0.93, 1.64, -0.53], [2.18, 0.28, 0.12]]}

***

(4)
{"formula": "C4H9N", "method": "wB97M-V/def2-TZVPD", "charge": 0, "total_energy_ev": -5781.217, "largest_force_ha_per_bohr": 0.084, "orbital_gap_ev": 9.5, "elements": ["C", "C", "C", "C", "N", "H", "H", "H", "H", "H", "H", "H", "H", "H"], "positions_angstrom": [[0.92353, -0.36538, -0.10152], [1.05896, -1.63293, -0.91116], [-1.23568, 1.46991, 0.70284], [-1.09310, 0.15784, 0.07099], [1.98342, 0.18507, 0.20333], [2.05920, -1.47567, -1.38700], [1.02344, -2.48895, -0.30715], [0.33453, -1.64733, -1.67159], [-0.55841, 2.20582, 0.44015], [-1.38743, 1.30972, 1.76811], [-2.28665, 1.90223, 0.60241], [-1.53943, 0.02869, -0.87812], [-1.33333, -0.69258, 0.65562], [2.05096, 1.04357, 0.81311]], "forces_ev_per_a": [[-3.51, 0.07, -0.77], [1.53, 2.19, -0.54], [-3.94, -0.42, 1.75], [4.17, -1.13, -0.20], [1.06, 1.96, 1.82], [-0.72, -0.79, 0.35], [-0.04, -1.27, 0.79], [-1.12, -0.32, -0.95], [1.50, 1.38, -0.32], [1.24, 0.26, 0.49], [1.06, -0.34, -0.91], [0.06, 0.00, -1.30], [-0.49, -0.56, 0.80], [-0.80, -1.03, -1.00]]}